C5H8N3O2 | wB97M-V/def2-TZVPD

Structure (XYZ):
```
18
Properties=species:S:1:pos:R:3
C -0.35272 0.99849 1.66547
C -0.75263 -1.27154 -1.06319
C 1.22522 0.01886 -0.12172
C -1.43781 1.11964 2.55316
C 1.44076 0.96901 -1.29341
N 0.46041 0.72942 0.87900
N 0.59163 -1.22257 -0.55002
N -0.87692 -2.19389 -2.15484
O -1.41177 -3.23327 -2.20306
O -1.62409 -0.45999 -0.86908
H 2.28191 -0.34036 0.36811
H -2.22112 0.75923 1.91702
H -1.65156 2.10863 2.92326
H -1.38396 0.62148 3.45320
H 2.21842 1.80065 -1.02921
H 0.54011 1.36457 -1.54527
H 1.87760 0.34686 -2.20811
H 1.07652 -2.11522 -0.72131
```

The calculation puts the gap between HOMO and LUMO at 8.4 eV. The multiplicity is 1. The total charge is +1. Its HOMO energy is -12.75 eV. The total energy comes out at -13868.3752 eV. Its LUMO energy is -4.37 eV.

***

C5H8N4 | wB97M-V/def2-TZVPD

Structure (XYZ):
```
17
Properties=species:S:1:pos:R:3
C 1.23393 -1.20052 -1.26485
C -1.07310 -1.61829 -1.20731
C 0.32188 0.95807 2.63282
C -0.46182 0.96300 0.36397
C -0.02118 0.81280 -0.89339
N 0.33252 0.53983 1.40687
N 0.14647 -1.98236 -1.07871
N 1.16420 0.12545 -1.24566
N -2.18288 -1.24426 -1.09217
H 2.26829 -1.55719 -1.04695
H 1.04268 0.60452 3.20682
H -0.48015 1.59594 2.93904
H -1.37793 1.52405 0.54055
H -0.64935 1.39136 -1.62803
H 1.08490 -0.12328 1.16476
H 1.83438 0.73648 -1.67714
H -3.18281 -1.52561 -1.12062
```

The calculation puts the gap between HOMO and LUMO (alpha / beta) at 6.3 / 7.3 eV. The multiplicity is 3. The total charge is +2. Its HOMO energy (alpha / beta) is -15.75 / -19.82 eV. The total energy comes out at -11251.2963 eV. Its LUMO energy (alpha / beta) is -9.41 / -12.49 eV.

***

C5H8N4O | wB97M-V/def2-TZVPD

Structure (XYZ):
```
18
Properties=species:S:1:pos:R:3
N 2.07307 -0.87434 1.05198
C 0.89433 -0.14828 1.20911
C 0.20574 0.57711 0.25723
C 0.43174 0.75789 -1.20141
C -0.24177 -0.23063 -2.13306
N -0.99158 -1.23785 -1.71806
N -0.84784 1.14419 0.95611
C -0.70668 0.82235 2.25451
N 0.31595 0.00568 2.43969
H 2.24924 -1.50080 1.82888
H 2.14402 -1.37055 0.17115
H 0.15120 1.77369 -1.51669
H 1.50779 0.68458 -1.42368
H -1.60134 1.68780 0.55630
H -1.29358 1.29300 3.03849
O -0.90324 0.25073 -3.13724
H -0.94256 -1.42130 -0.72093
H -1.77357 -0.81899 -2.78568
```

The calculation puts the gap between HOMO and LUMO at 8.5 eV. The multiplicity is 1. Its HOMO energy is -8.13 eV. The total energy comes out at -13320.4858 eV. Its LUMO energy is 0.38 eV.

***

C5H8N4O | wB97M-V/def2-TZVPD

Structure (XYZ):
```
18
Properties=species:S:1:pos:R:3
C 2.91282 -0.51765 0.27059
C 2.14949 0.79293 0.40575
O 0.75694 0.61369 0.60830
C 0.07870 0.19173 -0.53533
C -1.38003 -0.00559 -0.24082
N -1.80587 -0.03659 1.01994
N -3.09210 -0.19589 1.21233
C -3.86086 -0.32228 0.13696
N -3.43923 -0.30418 -1.12554
N -2.15925 -0.13906 -1.31724
H 3.98593 -0.33049 0.33654
H 2.71527 -1.01660 -0.68053
H 2.61700 -1.19257 1.07654
H 2.31981 1.43202 -0.47276
H 2.49715 1.34293 1.28151
H 0.46385 -0.76108 -0.92547
H 0.15944 0.92415 -1.35202
H -4.91906 -0.47545 0.30122
```

The calculation puts the gap between HOMO and LUMO at 8.7 eV. The multiplicity is 1. Its HOMO energy is -9.38 eV. The total energy comes out at -13319.7148 eV. Its LUMO energy is -0.64 eV.

***

C5H8N4O2 | wB97M-V/def2-TZVPD

Structure (XYZ):
```
19
Properties=species:S:1:pos:R:3
C 1.40315 1.53604 -0.29863
C -1.62226 -0.41556 0.07156
C 3.42847 -0.49848 0.00790
C -3.96063 -0.40830 0.20884
C 1.89231 -0.72277 0.08801
N 0.39003 2.39825 -0.35500
N -0.66844 1.79325 -0.07889
N -0.42248 0.45580 0.21791
N 1.02018 0.26410 -0.07263
O -1.50630 -1.53320 -0.32828
O -2.68306 0.19309 0.53632
H 2.43503 1.82268 -0.53801
H 3.86335 -1.51397 0.20661
H 3.93777 0.31535 0.69185
H 3.49164 -0.17040 -0.95512
H -3.89342 -1.52924 0.65943
H -3.97303 -0.56816 -0.91333
H -4.61088 0.32284 0.64478
H 1.47858 -1.74132 0.20668
```

The calculation puts the gap between HOMO and LUMO (alpha / beta) at 7.7 / 7.7 eV. The multiplicity is 1. Its HOMO energy (alpha / beta) is -7.01 / -7.01 eV. The total energy comes out at -15364.7918 eV. Its LUMO energy (alpha / beta) is 0.65 / 0.65 eV.

***

C5H8N5O2S2 | wB97M-V/def2-TZVPD

Structure (XYZ):
```
22
Properties=species:S:1:pos:R:3
C 1.62540 0.17110 0.92536
C 3.76860 -0.13859 -0.13060
C -0.67331 1.94366 -1.16560
C 0.83965 -0.95689 1.39508
C -1.49793 0.68735 -1.56934
N -1.26727 2.63849 -0.11934
N -0.57491 3.12108 0.72650
N 2.97747 -0.00996 1.02281
N 0.74961 1.72624 -0.76193
N 1.32182 0.43050 -0.75990
O 4.89954 -0.46779 -0.16175
O 1.13388 1.36373 1.54861
S 2.75180 0.21272 -1.52362
S 1.11908 2.63655 0.56533
H -0.74331 2.63950 -2.06120
H -0.12848 -1.12117 0.86888
H 0.53050 -1.02061 2.49278
H 1.39981 -2.02980 1.25558
H -1.99644 1.15088 -2.44103
H -2.28493 0.26688 -0.78398
H -0.95502 -0.05679 -1.93870
H 3.38423 -0.49061 1.82294
```

The calculation puts the gap between HOMO and LUMO at 7.9 eV. The multiplicity is 1. The total charge is +1. Its HOMO energy is -13.33 eV. The total energy comes out at -38518.1496 eV. Its LUMO energy is -5.41 eV.

***

C5H8N6O3S | wB97M-V/def2-TZVPD

Structure (XYZ):
```
23
Properties=species:S:1:pos:R:3
C 3.34332 -1.19663 -0.52141
C 3.07690 0.04245 -0.10663
C 1.16056 -0.98669 -0.30818
C -0.29372 -1.21931 -0.18430
C -3.27928 0.55188 0.39409
N 1.77553 0.20038 0.00683
N 2.15606 -1.85562 -0.56951
N -4.47995 0.60214 0.81717
N -1.08091 -0.06762 0.11434
N 3.89822 1.27077 0.20010
N -2.38637 -0.35033 0.48760
O -0.65518 -2.33584 0.06090
O 5.04949 1.11485 0.09966
O 3.23269 2.20335 0.54129
S -2.38087 2.42527 -0.49498
H 4.18047 -1.82676 -0.51304
H 1.36651 1.04123 0.24462
H 2.12586 -2.89492 -0.86286
H -4.95453 -0.08566 1.39440
H -5.12779 1.40482 0.36579
H -0.95818 0.88296 -0.39045
H -2.46755 -1.34190 0.66755
H -3.30129 2.42117 -1.44296
```

The calculation puts the gap between HOMO and LUMO at 9.0 eV. The multiplicity is 1. The total charge is +2. Its HOMO energy is -17.58 eV. The total energy comes out at -31210.4531 eV. Its LUMO energy is -8.56 eV.

***

C5H8N7 | wB97M-V/def2-TZVPD

Structure (XYZ):
```
20
Properties=species:S:1:pos:R:3
C -1.72712 1.37768 0.54590
C -0.21316 0.63068 -0.74929
C 0.89397 -0.14662 -1.39643
C 1.81927 -0.54177 1.77526
C -1.93522 -0.93781 -0.49709
N -0.70815 2.17830 0.62983
N 0.28694 1.73554 -0.13499
N -4.12741 -1.46572 0.32173
N -3.08129 -1.22754 -0.07102
N -1.35259 0.28935 -0.19387
N 1.79356 -0.89536 0.60944
N 2.06037 0.07915 -0.46970
H -2.60817 1.50314 1.25226
H 0.83007 -1.18231 -1.52995
H 1.02909 0.30739 -2.39546
H 2.23696 0.29975 2.29200
H 1.35954 -1.35265 2.31401
H -1.34105 -1.60124 -1.05569
H 2.92477 -0.14284 -1.02251
H 1.85962 1.09290 -0.22441
```

The calculation puts the gap between HOMO and LUMO at 9.0 eV. The multiplicity is 1. The total charge is +1. Its HOMO energy is -12.38 eV. The total energy comes out at -15733.1440 eV. Its LUMO energy is -3.42 eV.

***

C5H8NO | wB97M-V/def2-TZVPD

Structure (XYZ):
```
15
Properties=species:S:1:pos:R:3
C -0.89899 0.57581 0.62655
C -1.39528 1.48739 1.35451
C -0.34472 -0.21696 -0.40439
C -0.95267 -0.26328 -1.78538
C 1.67517 -0.55839 0.91858
N 0.87051 -0.92008 -0.28009
O 1.27187 -1.62820 -1.19233
H -0.93717 2.46007 1.31992
H -1.84649 1.33894 2.29375
H -1.30931 -1.25620 -2.02502
H -0.10114 -0.26776 -2.41631
H -1.68542 0.48003 -1.93152
H 2.70298 -1.03002 0.90533
H 1.08557 -0.70537 1.80572
H 1.86508 0.50402 0.81067
```

The calculation puts the gap between HOMO and LUMO (alpha / beta) at 8.0 / 8.0 eV. The multiplicity is 1. The total charge is +1. Its HOMO energy (alpha / beta) is -14.96 / -14.96 eV. The total energy comes out at -8840.3864 eV. Its LUMO energy (alpha / beta) is -6.96 / -6.96 eV.

***

C5H8NO | wB97M-V/def2-TZVPD

Structure (XYZ):
```
15
Properties=species:S:1:pos:R:3
C -0.90953 -0.56353 -0.92272
C -2.09193 -1.18861 -1.48537
C 1.28356 0.93196 -0.49497
C 1.33733 0.07937 0.63790
C 0.51347 0.39222 1.92510
N 0.71267 -0.47458 -0.50630
O -1.35631 0.05135 -1.94308
H -2.04477 -2.04856 -2.20620
H -3.07962 -0.98257 -0.96474
H 0.46360 1.74543 -0.47596
H 2.12538 1.13500 -1.12362
H 2.11662 -0.70232 0.95156
H 0.61770 -0.30567 2.74211
H -0.48169 0.46310 1.66636
H 0.79354 1.46741 2.19992
```

The calculation puts the gap between HOMO and LUMO at 9.3 eV. The multiplicity is 1. The total charge is +1. Its HOMO energy is -15.30 eV. The total energy comes out at -8839.2823 eV. Its LUMO energy is -5.96 eV.

***

C5H8NO | wB97M-V/def2-TZVPD

Structure (XYZ):
```
15
Properties=species:S:1:pos:R:3
C 0.63810 -0.71416 -0.27122
C 1.83669 -1.24560 -0.18012
C -1.38346 -0.33723 -0.08212
C -0.06838 0.56396 -0.73419
C 0.20597 1.69833 0.25310
N -0.56411 -1.27291 0.27700
O -2.60874 -0.05561 0.02404
H 1.96366 -2.19288 0.32025
H 2.71513 -0.78394 -0.58499
H 0.29836 1.13267 -1.82314
H 0.08249 1.39776 1.29276
H -0.45104 2.54502 0.05358
H 1.23650 2.03217 0.11576
H -0.69222 -2.11921 0.82279
H -3.20895 -0.64838 0.51650
```

The calculation puts the gap between HOMO and LUMO at 10.5 eV. The multiplicity is 1. The total charge is +1. Its HOMO energy is -14.30 eV. The total energy comes out at -8842.8159 eV. Its LUMO energy is -3.77 eV.

***

C5H8NO2 | wB97M-V/def2-TZVPD

Structure (XYZ):
```
16
Properties=species:S:1:pos:R:3
N -3.00792 0.08355 -1.11354
C -2.06983 0.09198 0.01655
C -0.88162 -0.90300 0.25334
C -0.47546 0.55963 0.18429
C 2.42702 0.76028 0.03239
C 1.98414 -0.58360 0.10197
O 1.68213 -1.25476 -0.97483
O 2.02348 -1.11654 1.24690
H 2.58722 1.24547 1.02495
H -2.42680 0.75306 -1.71611
H -2.70247 0.29772 0.92491
H -0.73805 -1.46091 1.20591
H -0.55181 -1.55641 -0.59809
H -0.02459 0.82136 -0.74617
H -0.07893 0.99137 1.06738
H 2.25349 1.27079 -0.90983
```

The calculation puts the gap between HOMO and LUMO (alpha / beta) at 5.5 / 5.9 eV. The multiplicity is 2. Its HOMO energy (alpha / beta) is -9.55 / -9.87 eV. The total energy comes out at -10891.3478 eV. Its LUMO energy (alpha / beta) is -4.08 / -4.00 eV.

***

C5H8NO3S2 | wB97M-V/def2-TZVPD

Structure (XYZ):
```
19
Properties=species:S:1:pos:R:3
C -0.57297 -1.94850 0.40465
C 0.70861 0.32497 0.74264
C 0.47470 1.16226 -1.52623
C 1.47101 1.20339 -0.37205
C -0.23461 -0.51650 -0.14073
N -0.27222 -0.04118 -1.33936
O 0.41775 -2.69846 0.37819
O -1.69906 -2.22019 0.73389
O 2.65442 0.65934 -0.71000
S -3.53585 -0.17412 1.98401
S -1.14878 -0.60487 -2.71680
H 1.44966 -0.30528 1.16960
H 0.16075 0.90441 1.41348
H -0.21368 2.03014 -1.53765
H 1.13424 1.21214 -2.39113
H 1.72483 2.18977 -0.06411
H 2.88375 -0.10082 -0.14703
H -2.59590 -0.15896 3.03759
H -2.80664 -0.91755 1.08105
```

The calculation puts the gap between HOMO and LUMO (alpha / beta) at 5.0 / 6.2 eV. The multiplicity is 3. The total charge is -1. Its HOMO energy (alpha / beta) is -1.80 / -4.93 eV. The total energy comes out at -34615.5144 eV. Its LUMO energy (alpha / beta) is 3.15 / 1.23 eV.

***

C5H8O | wB97M-V/def2-TZVPD

Structure (XYZ):
```
14
Properties=species:S:1:pos:R:3
C 1.58685 -0.26498 0.58716
C 0.68949 0.50465 -0.34791
C -0.59414 0.03106 -0.99451
C -1.38930 -0.83144 -0.03343
O -1.26353 0.14368 1.02290
C -0.62124 1.04197 0.12547
H 0.98829 -0.75208 1.36048
H 2.24532 0.45390 1.08452
H 2.21287 -1.02103 0.10377
H 1.20162 1.21079 -1.00273
H -0.79019 0.11894 -2.05740
H -0.98302 -1.80748 0.25825
H -2.43643 -0.93048 -0.34221
H -0.84658 2.10252 0.23565
```

The calculation puts the gap between HOMO and LUMO at 10.3 eV. The multiplicity is 1. Its HOMO energy is -9.17 eV. The total energy comes out at -7359.8680 eV. Its LUMO energy is 1.12 eV.

***

C5H8O | wB97M-V/def2-TZVPD

Structure (XYZ):
```
14
Properties=species:S:1:pos:R:3
O 0.67122 0.74557 1.53937
C 0.46266 0.18856 0.29971
C 0.75760 0.84538 -0.95347
C -0.70434 0.86268 -0.56629
C -1.25438 -0.60075 -0.12944
C 0.07461 -1.27676 0.28550
H 1.61431 0.65453 1.69044
H 1.32621 1.74915 -0.74287
H 1.08629 0.27490 -1.80985
H -1.04746 1.82278 -0.13627
H -1.88517 -0.56000 0.77985
H -1.72816 -1.01431 -0.98777
H 0.15615 -1.76453 1.27665
H 0.54028 -1.93812 -0.46872
```

The calculation puts the gap between HOMO and LUMO at 9.0 eV. The multiplicity is 1. Its HOMO energy is -8.08 eV. The total energy comes out at -7358.7286 eV. Its LUMO energy is 0.89 eV.